1.
Formula: C3H5ClOS
Source: OMol25
Level of theory: ωB97M-V with the def2-TZVPD basis set

Output
Maximum force = 0.077 Eh/bohr
LUMO energy (alpha / beta) = -0.1 / -1.0 eV
Energy above the lowest of the compared OMol25 structures with the same formula, charge and spin = 4.0855 eV
Net charge = 0
HOMO level (alpha / beta) = -8.82 / -8.45 eV
Frontier orbital gap (alpha / beta) = 0.320 / 0.272 Eh

Geometry as XYZ:
```
11
C3H5ClOS | OMol25 | ωB97M-V with the def2-TZVPD basis set
Cl -3.3760 1.0070 -0.4189
S -2.1864 -0.1081 0.7850
O -2.0073 -1.3284 -0.0176
C 0.4206 0.7821 0.1536
C 1.4639 -0.1457 0.5665
C 0.7003 -0.3520 -0.7359
H 2.3999 0.3595 0.6672
H 0.3650 1.8368 -0.0173
H 1.0480 -0.2083 -1.6589
H 1.3301 -0.8490 1.3265
H -0.1581 -0.9938 -0.6502
```

The molecule's Mulliken atomic charges, reported in e, are given here: -0.15 0.47 -0.48 -0.29 -0.48 -0.36 0.26 0.32 0.29 0.21 0.22

---

2.
Formula: C3H5ClOS
Source: OMol25
Level of theory: ωB97M-V with the def2-TZVPD basis set

Output
Maximum force = 0.071 Eh/bohr
LUMO energy = 0.6 eV
Energy above the lowest of the compared OMol25 structures with the same formula, charge and spin = 1.4092 eV
Net charge = 0
HOMO level = -9.46 eV
SMILES string = CS[C@@H](Cl)C=O
Frontier orbital gap = 0.371 Eh

Geometry as XYZ:
```
11
C3H5ClOS | OMol25 | ωB97M-V with the def2-TZVPD basis set
Cl -0.8643 2.1011 1.1350
S -0.2876 -0.0225 -1.1833
O -2.7355 -0.3046 1.6459
C 1.5228 -0.0265 -1.1926
C -0.5253 0.5237 0.5523
C -1.7263 -0.5637 1.0791
H 0.5109 0.1957 0.8759
H 1.9117 -0.9791 -1.6508
H -1.5071 -1.6396 0.7355
H 1.8905 0.7680 -1.8362
H 1.8102 -0.0525 -0.1608
```

The molecule's Mulliken atomic charges, reported in e, are given here: -0.15 -0.06 -0.39 -0.75 0.12 0.02 0.09 0.28 0.30 0.26 0.28

---

3.
Formula: C3H5ClOS
Source: OMol25
Level of theory: ωB97M-V with the def2-TZVPD basis set

Output
Maximum force = 0.131 Eh/bohr
LUMO energy = 0.4 eV
Energy above the lowest of the compared OMol25 structures with the same formula, charge and spin = 3.9387 eV
Net charge = 0
HOMO level = -9.62 eV
SMILES string = O[C@@H]1[C@H](S)[C@H]1Cl
Frontier orbital gap = 0.370 Eh

Geometry as XYZ:
```
11
C3H5ClOS | OMol25 | ωB97M-V with the def2-TZVPD basis set
Cl -2.2368 -0.5508 -0.0300
S 2.0444 -0.8520 -0.0160
O 0.5540 2.2777 -0.1208
C 0.4050 -0.2888 0.6565
C 0.0065 1.1042 0.2813
C -0.5046 -0.0386 -0.4479
H -0.0722 -0.6327 -1.4298
H -1.0431 1.3364 0.8593
H 0.1993 -0.6331 1.5590
H 0.8437 1.8234 -1.1387
H 1.5137 -1.7799 -1.0569
```

The molecule's Mulliken atomic charges, reported in e, are given here: -0.22 -0.24 -0.49 -0.23 -0.05 -0.19 0.27 0.18 0.44 0.40 0.13

---

4.
Formula: C3H5ClS
Source: OMol25
Level of theory: ωB97M-V with the def2-TZVPD basis set

Output
Maximum force = 0.064 Eh/bohr
LUMO energy (alpha / beta) = -0.4 / -0.4 eV
Energy above the lowest of the compared OMol25 structures with the same formula, charge and spin = 2.9798 eV
Net charge = 0
HOMO level (alpha / beta) = -8.02 / -8.02 eV
Frontier orbital gap (alpha / beta) = 0.281 / 0.281 Eh

Geometry as XYZ:
```
10
C3H5ClS | OMol25 | ωB97M-V with the def2-TZVPD basis set
Cl -1.8845 -0.6697 -0.7360
S -1.7700 0.1409 2.1989
C -0.2238 0.0244 1.7576
C 0.6298 0.4868 -1.0771
C -0.1355 -0.6639 -0.5035
H 1.5499 0.4412 -0.4364
H 0.1994 1.4164 -0.8244
H 0.7538 0.5418 -2.1943
H 0.7049 0.0164 2.3307
H 0.1759 -1.7342 -0.5155
```

The molecule's Mulliken atomic charges, reported in e, are given here: -0.14 -0.15 -0.18 -0.83 -0.24 0.26 0.34 0.30 0.30 0.35

---

5.
Formula: C3H5ClS
Source: OMol25
Level of theory: ωB97M-V with the def2-TZVPD basis set

Output
Maximum force = 0.126 Eh/bohr
LUMO energy = 0.4 eV
Energy above the lowest of the compared OMol25 structures with the same formula, charge and spin = 1.9849 eV
Net charge = 0
HOMO level = -9.19 eV
SMILES string = SC/C=C/Cl
Frontier orbital gap = 0.354 Eh

Geometry as XYZ:
```
10
C3H5ClS | OMol25 | ωB97M-V with the def2-TZVPD basis set
Cl -2.6990 -0.4212 -0.0449
S 2.6624 -0.5077 0.0060
C -0.0556 0.3400 -0.1411
C 1.3323 0.9227 -0.1846
C -1.3859 0.7331 0.2708
H 1.6037 1.3532 -1.2954
H 1.5241 1.8407 0.4924
H -1.4100 1.4459 1.0216
H -0.2913 -0.5513 -0.7743
H 2.5131 -0.7796 1.5539
```

The molecule's Mulliken atomic charges, reported in e, are given here: -0.17 -0.22 -0.10 -0.52 -0.30 0.25 0.31 0.39 0.21 0.16

---

6.
Formula: C3H5ClS2
Source: OMol25
Level of theory: ωB97M-V with the def2-TZVPD basis set

Output
Maximum force = 0.122 Eh/bohr
LUMO energy = -0.9 eV
Energy above the lowest of the compared OMol25 structures with the same formula, charge and spin = 1.3125 eV
Net charge = 0
HOMO level = -9.09 eV
SMILES string = S=C(CS)CCl
Frontier orbital gap = 0.300 Eh

Geometry as XYZ:
```
11
C3H5ClS2 | OMol25 | ωB97M-V with the def2-TZVPD basis set
Cl -1.8808 -0.9213 -0.6225
S 1.0532 2.0868 -0.8716
S 0.9952 -1.4432 1.1034
C -0.4133 -0.0256 -1.1828
C 0.4318 0.3350 1.1385
C 0.3301 0.7731 -0.1516
H -0.3225 -1.8291 0.5858
H 0.1493 -0.7684 -1.6346
H -0.5913 0.1600 1.6784
H -0.7609 0.7894 -1.9197
H 1.0091 0.8431 1.8766
```

The molecule's Mulliken atomic charges, reported in e, are given here: -0.21 -0.24 -0.18 -0.78 -0.82 0.53 0.17 0.46 0.28 0.35 0.44

---

7.
Formula: C3H5CoF6NO4S2
Source: OMol25
Level of theory: ωB97M-V with the def2-TZVPD basis set

Output
Maximum force = 0.078 Eh/bohr
2S+1 = 4
LUMO energy (alpha / beta) = 0.3 / -1.1 eV
Energy above the lowest of the compared OMol25 structures with the same formula, charge and spin = 0.0000 eV
Net charge = 0
HOMO level (alpha / beta) = -10.05 / -11.11 eV
Frontier orbital gap (alpha / beta) = 0.382 / 0.368 Eh

Geometry as XYZ:
```
22
C3H5CoF6NO4S2 | OMol25 | ωB97M-V with the def2-TZVPD basis set
Co 1.6707 0.1259 0.4366
S -0.3512 1.5017 0.2178
S -0.8131 -0.7686 1.6531
F -1.1524 3.5782 1.6424
F -2.1926 -3.0694 1.6842
F -0.1967 4.0247 -0.3261
F -2.2773 3.2529 -0.1910
F -3.4151 -1.3022 2.1592
F -2.8103 -1.6950 0.0822
O -0.1144 0.9334 -1.1186
O -0.5137 -0.8758 3.0320
O 0.1339 -1.3268 0.6357
O 0.9696 1.7307 1.1164
N -1.3213 0.6915 1.1293
C -1.0428 3.2168 0.3485
C 2.5065 -1.7260 -2.8157
C -2.4166 -1.7674 1.3722
H 2.0438 -1.1105 -1.9549
H 3.4383 -1.4523 -2.4613
H 2.4281 -1.2580 -3.7847
H 2.3236 -2.8184 -2.8559
H 3.1032 0.1147 -0.0011
```

The molecule's Mulliken atomic charges, reported in e, are given here: 0.12 1.15 1.12 -0.17 -0.20 -0.17 -0.18 -0.20 -0.20 -0.48 -0.51 -0.67 -0.71 -0.32 0.62 -0.84 0.65 0.04 0.31 0.28 0.24 0.14

---

8.
Formula: C3H5CrO4
Source: OMol25
Level of theory: ωB97M-V with the def2-TZVPD basis set

Output
Maximum force = 0.078 Eh/bohr
2S+1 = 5
LUMO energy (alpha / beta) = -7.1 / -6.6 eV
Energy above the lowest of the compared OMol25 structures with the same formula, charge and spin = 3.0307 eV
Net charge = +1
HOMO level (alpha / beta) = -13.54 / -13.55 eV
Frontier orbital gap (alpha / beta) = 0.236 / 0.255 Eh

Geometry as XYZ:
```
13
C3H5CrO4 | OMol25 | ωB97M-V with the def2-TZVPD basis set
Cr 3.8119 0.3046 0.6707
O -2.2136 1.5481 -0.8508
O 2.2883 0.0902 -0.2012
O -1.7179 -0.6243 -0.9666
O -0.9159 0.7204 0.6436
C 1.1026 -0.5997 -0.2358
C 0.1706 -0.3024 0.9116
C -1.7315 0.4193 -0.3327
H -0.3585 -1.2061 1.2437
H 1.2962 -1.6923 -0.1986
H -2.9360 1.3394 -1.4556
H 0.5272 -0.0117 -1.0603
H 0.6764 0.0145 1.8320
```

The molecule's Mulliken atomic charges, reported in e, are given here: 1.51 -0.42 -0.81 -0.54 -0.36 -0.10 -0.45 0.69 0.33 0.28 0.36 0.22 0.30

---

9.
Formula: C3H5F2N
Source: OMol25
Level of theory: ωB97M-V with the def2-TZVPD basis set

Output
Maximum force = 0.102 Eh/bohr
LUMO energy (alpha / beta) = 0.6 / 0.6 eV
Energy above the lowest of the compared OMol25 structures with the same formula, charge and spin = 3.5069 eV
Net charge = 0
HOMO level (alpha / beta) = -8.17 / -8.17 eV
Frontier orbital gap (alpha / beta) = 0.324 / 0.323 Eh

Geometry as XYZ:
```
11
C3H5F2N | OMol25 | ωB97M-V with the def2-TZVPD basis set
F -0.9823 -1.8627 1.5061
F 0.5514 -1.6708 -0.0491
N 0.9156 -0.6821 2.1142
C -1.3187 0.3590 -0.1287
C 0.0821 -1.1464 1.1119
C -0.8626 1.1805 -1.0266
H 0.3306 -0.2966 2.7760
H 1.7692 -1.2222 2.3202
H -2.3545 -0.0085 -0.0352
H -1.5982 1.8026 -1.6261
H 0.1181 1.6269 -1.2226
```

The molecule's Mulliken atomic charges, reported in e, are given here: -0.24 -0.18 -0.41 -0.31 0.45 -0.50 0.25 0.24 0.25 0.22 0.24

---

10.
Formula: C3H5F2N
Source: OMol25
Level of theory: ωB97M-V with the def2-TZVPD basis set

Output
Maximum force = 0.091 Eh/bohr
LUMO energy = -0.9 eV
Energy above the lowest of the compared OMol25 structures with the same formula, charge and spin = 4.4501 eV
Net charge = 0
HOMO level = -9.15 eV
Frontier orbital gap = 0.302 Eh

Geometry as XYZ:
```
11
C3H5F2N | OMol25 | ωB97M-V with the def2-TZVPD basis set
F 0.8751 -0.6121 1.9760
F -1.8578 1.1585 1.1202
N -0.4186 0.1339 -0.4975
C -0.7548 0.9493 0.5033
C 0.4713 1.2766 -0.1336
C -0.1016 -1.2389 -0.6401
H 0.3709 -1.3598 -1.7112
H 1.2964 0.9300 0.5265
H 0.6480 -1.3818 0.1788
H -1.0655 -1.8946 -0.4296
H 0.5366 2.0389 -0.8928
```

The molecule's Mulliken atomic charges, reported in e, are given here: -0.80 -0.16 -0.06 0.62 -0.40 -0.54 0.22 0.31 0.34 0.22 0.27